# 1
The following is a quantum chemistry calculation of a cluster of 8 separate species, C36H63FN8O10 in total, from the Open Molecules 2025 dataset.

Structure (XYZ):
```
118
Properties=species:S:1:pos:R:3:mulliken_charge:R:1
C 3.371 -2.337 2.859 -1.250
C 3.542 -0.880 2.460 -0.085
C 3.834 -0.709 0.966 -0.277
N 3.035 0.360 0.370 -0.271
C 1.639 0.095 0.385 -0.372
C 1.063 -0.931 -0.261 -0.782
C -0.380 -1.178 -0.227 0.109
O -0.910 -1.935 -1.009 -0.629
C -1.162 -0.435 0.784 0.035
C -2.481 -0.813 1.049 -0.091
C -3.240 -0.090 1.970 0.581
C -4.663 -0.427 2.330 -0.544
C -5.405 -1.247 1.346 0.406
O -6.321 -0.928 0.691 -0.486
F -4.931 -2.498 1.299 -0.251
C -2.658 1.018 2.605 -0.903
C -1.347 1.390 2.342 -1.018
C -0.589 0.655 1.430 0.498
C 0.805 1.054 1.152 0.721
O 1.246 2.109 1.527 -0.599
H 2.359 -2.682 2.666 0.308
H 3.551 -2.463 3.921 0.369
H 4.064 -2.973 2.320 0.279
H 4.363 -0.457 3.027 0.348
H 2.655 -0.316 2.731 0.204
H 3.717 -1.677 0.472 0.334
H 4.873 -0.434 0.848 0.066
H 3.324 0.523 -0.586 0.370
H 1.651 -1.621 -0.845 0.514
H -2.872 -1.658 0.511 0.710
H -5.235 0.477 2.485 0.397
H -4.648 -0.976 3.270 0.331
H -3.236 1.604 3.302 0.457
H -0.916 2.249 2.826 0.505
C 8.824 -1.498 2.767 -1.114
N 7.963 -2.341 1.954 0.215
C 7.834 -3.750 2.286 -0.938
C 7.279 -1.866 0.902 0.054
O 6.543 -2.529 0.192 -0.633
H 9.850 -1.868 2.747 0.478
H 8.477 -1.488 3.801 0.323
H 8.808 -0.480 2.384 0.312
H 8.156 -4.370 1.450 0.327
H 6.795 -3.997 2.507 0.243
H 8.452 -3.964 3.154 0.383
H 7.444 -0.787 0.733 0.374
C -5.151 -1.507 -4.310 -0.786
N -4.449 -0.705 -3.330 0.214
C -3.029 -0.926 -3.093 -0.750
C -5.083 0.238 -2.615 0.211
O -4.554 0.917 -1.747 -0.636
H -5.101 -2.566 -4.049 0.349
H -4.716 -1.372 -5.303 0.355
H -6.196 -1.201 -4.340 0.116
H -2.858 -1.180 -2.053 0.091
H -2.463 -0.021 -3.318 0.265
H -2.679 -1.739 -3.724 0.405
H -6.149 0.324 -2.866 0.234
C 14.324 0.685 2.884 -0.827
N 13.124 -0.105 3.043 0.170
C 11.831 0.470 2.702 -0.900
C 13.153 -1.369 3.499 0.079
O 12.168 -2.072 3.636 -0.561
H 14.280 1.581 3.506 0.219
H 14.452 0.990 1.843 0.318
H 15.190 0.098 3.182 0.307
H 11.184 0.476 3.577 0.282
H 11.361 -0.139 1.927 0.284
H 11.957 1.484 2.346 0.352
H 14.170 -1.724 3.738 0.236
C 13.117 6.361 3.215 -0.911
N 11.996 5.452 3.346 0.089
C 10.661 5.909 2.995 -0.931
C 12.142 4.190 3.785 0.267
O 11.228 3.396 3.911 -0.607
H 12.977 7.239 3.847 0.340
H 13.229 6.690 2.181 0.339
H 14.031 5.856 3.520 0.295
H 9.995 5.840 3.855 0.296
H 10.243 5.294 2.198 0.283
H 10.717 6.942 2.662 0.384
H 13.189 3.937 4.030 0.184
C -6.285 3.623 -2.614 -0.811
N -7.421 4.223 -3.297 0.188
C -8.737 4.108 -2.696 -0.779
C -7.313 4.861 -4.472 0.153
O -8.250 5.354 -5.077 -0.612
H -6.452 2.560 -2.464 0.190
H -6.134 4.092 -1.640 0.296
H -5.384 3.756 -3.207 0.313
H -9.404 3.598 -3.389 0.075
H -9.164 5.088 -2.481 0.342
H -8.656 3.536 -1.776 0.359
H -6.279 4.892 -4.854 0.276
C -11.778 0.196 -5.013 -0.937
N -10.432 -0.125 -4.581 0.137
C -10.077 -1.516 -4.340 -1.003
C -9.497 0.821 -4.400 0.182
O -8.355 0.599 -4.035 -0.611
H -12.509 -0.127 -4.270 0.328
H -12.005 -0.295 -5.960 0.342
H -11.868 1.272 -5.147 0.322
H -9.740 -1.645 -3.312 0.204
H -9.261 -1.814 -4.999 0.285
H -10.941 -2.147 -4.530 0.503
H -9.855 1.837 -4.627 0.209
C -9.788 -4.021 -0.604 -1.026
N -10.671 -4.694 -1.536 0.134
C -10.688 -6.147 -1.582 -0.961
C -11.478 -4.021 -2.372 0.019
O -12.226 -4.536 -3.184 -0.639
H -8.748 -4.277 -0.800 0.360
H -10.030 -4.300 0.424 0.360
H -9.900 -2.944 -0.706 0.335
H -10.411 -6.501 -2.575 0.306
H -11.685 -6.525 -1.358 0.291
H -9.981 -6.531 -0.851 0.390
H -11.405 -2.929 -2.252 0.418
```

ΔE to the lowest compared entry with this formula, charge and spin = 0.0 kJ/mol
Structure (SMILES) = CCCNC1=CC(=O)c2cc(CC(=O)F)ccc2C1=O.CN(C)C=O.CN(C)C=O.CN(C)C=O.CN(C)C=O.CN(C)C=O.CN(C)C=O.CN(C)C=O
Frontier orbital gap = 7.77 eV
2S+1 = 1
Charge = 0

=====

# 2
The following is a quantum chemistry calculation of a cluster of 9 separate species, C36H63N9 in total, from the Open Molecules 2025 dataset.

Structure (XYZ):
```
108
Properties=species:S:1:pos:R:3:mulliken_charge:R:1
C -2.798 -2.425 -11.341 -1.102
C -3.169 -3.645 -10.416 -0.373
C -3.737 -3.308 -9.011 -0.434
C -2.907 -2.385 -8.188 0.245
N -2.351 -1.689 -7.445 -0.433
H -2.914 -2.581 -12.413 0.362
H -1.754 -2.113 -11.293 0.290
H -3.462 -1.573 -11.195 0.306
H -2.235 -4.166 -10.208 0.239
H -3.753 -4.276 -11.086 0.327
H -3.934 -4.229 -8.463 0.308
H -4.660 -2.731 -8.956 0.265
C -5.685 0.412 9.689 -1.113
C -4.579 1.331 8.960 -0.445
C -4.738 2.803 9.198 -0.443
C -6.005 3.414 8.779 0.234
N -6.958 3.842 8.414 -0.351
H -5.690 0.605 10.762 0.301
H -5.479 -0.650 9.556 0.326
H -6.707 0.436 9.311 0.348
H -4.597 1.190 7.879 0.311
H -3.598 1.077 9.362 0.289
H -3.851 3.244 8.743 0.283
H -4.635 2.905 10.278 0.260
C 6.933 -4.732 8.150 -1.147
C 7.232 -3.464 7.273 -0.373
C 8.299 -2.561 7.953 -0.435
C 8.095 -2.143 9.359 0.255
N 7.943 -1.759 10.444 -0.424
H 7.761 -5.432 8.045 0.310
H 6.098 -5.334 7.790 0.315
H 6.837 -4.654 9.233 0.358
H 6.291 -2.992 6.991 0.324
H 7.654 -3.847 6.344 0.265
H 8.479 -1.628 7.418 0.303
H 9.238 -3.111 7.886 0.250
C -0.095 -9.930 5.977 -1.079
C -1.395 -9.239 5.683 -0.377
C -1.664 -9.353 4.151 -0.523
C -2.117 -10.631 3.646 0.239
N -2.441 -11.637 3.205 -0.418
H 0.064 -9.958 7.055 0.321
H 0.703 -9.366 5.493 0.297
H -0.103 -10.953 5.600 0.319
H -1.449 -8.214 6.050 0.315
H -2.231 -9.603 6.280 0.333
H -0.887 -9.071 3.440 0.299
H -2.485 -8.696 3.864 0.275
C 3.598 -2.537 -7.662 -1.203
C 4.819 -3.377 -7.410 -0.348
C 4.890 -4.057 -6.087 -0.338
C 3.624 -4.383 -5.457 0.186
N 2.588 -4.615 -5.007 -0.420
H 2.777 -3.245 -7.771 0.346
H 3.678 -1.862 -8.514 0.363
H 3.487 -1.830 -6.840 0.296
H 5.822 -3.018 -7.640 0.352
H 4.673 -4.178 -8.135 0.220
H 5.548 -3.661 -5.314 0.306
H 5.248 -5.072 -6.262 0.240
C 5.709 1.905 -1.315 -1.064
C 5.779 3.283 -2.127 -0.514
C 5.556 4.443 -1.197 -0.520
C 6.427 4.552 -0.078 0.360
N 7.124 4.676 0.891 -0.475
H 4.901 1.932 -0.584 0.325
H 6.702 1.689 -0.922 0.317
H 5.642 1.114 -2.063 0.338
H 5.082 3.362 -2.961 0.340
H 6.699 3.253 -2.710 0.314
H 4.596 4.212 -0.734 0.227
H 5.266 5.350 -1.727 0.352
C 0.954 -2.215 3.279 -1.073
C -0.363 -2.202 2.506 -0.372
C -0.485 -1.257 1.248 -0.440
C -0.282 0.179 1.427 0.239
N -0.155 1.320 1.609 -0.420
H 0.929 -2.654 4.277 0.310
H 1.274 -1.174 3.258 0.305
H 1.723 -2.744 2.715 0.300
H -1.088 -1.866 3.247 0.309
H -0.514 -3.193 2.076 0.277
H -1.414 -1.461 0.714 0.308
H 0.291 -1.621 0.575 0.258
C -3.774 4.834 -7.591 -1.013
C -3.282 5.130 -6.202 -0.465
C -1.748 5.177 -6.009 -0.403
C -1.209 6.335 -6.703 0.214
N -0.848 7.254 -7.344 -0.445
H -3.168 5.388 -8.308 0.292
H -4.785 5.228 -7.697 0.292
H -3.588 3.763 -7.669 0.321
H -3.642 4.244 -5.679 0.273
H -3.762 6.013 -5.782 0.372
H -1.289 4.363 -6.570 0.228
H -1.262 5.156 -5.034 0.335
C -4.822 9.632 -0.167 -1.007
C -5.190 10.618 0.991 -0.453
C -6.226 11.664 0.615 -0.459
C -5.760 12.553 -0.553 0.201
N -5.486 13.260 -1.451 -0.429
H -4.605 10.199 -1.072 0.349
H -5.652 8.979 -0.440 0.311
H -3.933 9.158 0.248 0.280
H -4.362 11.224 1.358 0.320
H -5.644 10.039 1.795 0.298
H -6.478 12.392 1.387 0.295
H -7.151 11.166 0.326 0.294
```

ΔE to the lowest compared entry with this formula, charge and spin = 525.1 kJ/mol
Structure (SMILES) = CCCC#N.CCCC#N.CCCC#N.CCCC#N.CCCC#N.CCCC#N.CCCC#N.CCCC#N.CCCC#N
Frontier orbital gap = 11.42 eV
2S+1 = 1
Charge = 0

=====

# 3
The following is a quantum chemistry calculation of a structure of composition C36H64F2I2NO32, from the Open Molecules 2025 dataset.

Structure (XYZ):
```
137
Properties=species:S:1:pos:R:3:mulliken_charge:R:1
C -2.166 -5.961 -4.804 -0.569
C -0.622 -6.407 -5.266 -0.034
I -0.230 -7.442 -7.204 -0.088
C 0.544 -6.126 -4.335 -0.041
I 2.602 -6.752 -4.929 -0.142
C 0.272 -5.362 -2.873 -0.050
N 1.178 -4.127 -2.884 0.347
C 0.339 -2.922 -3.273 0.453
O -0.884 -2.842 -2.681 -0.443
F 0.742 -1.834 -4.194 -0.279
C 1.763 -3.894 -1.476 0.473
O 2.936 -3.228 -1.287 -0.537
F 1.039 -4.351 -0.244 -0.260
H -2.843 -5.838 -5.764 0.241
H -2.174 -4.936 -4.212 0.147
H -2.619 -6.802 -4.096 0.209
H 0.589 -6.124 -2.044 -0.406
C 2.068 1.434 3.986 -0.618
O 1.314 1.019 2.848 -0.357
C 1.850 -0.029 2.174 0.792
O 2.884 -0.613 2.461 -0.551
O 1.038 -0.316 1.126 -0.384
C 1.482 -1.406 0.321 0.019
H 1.547 2.277 4.447 0.189
H 2.133 0.625 4.721 0.276
H 3.066 1.768 3.686 0.342
H 1.523 -2.328 0.910 0.338
H 2.457 -1.186 -0.125 -0.222
H 0.758 -1.547 -0.487 0.214
C -1.489 0.540 6.183 -0.645
O -2.202 1.297 7.159 -0.318
C -1.524 2.370 7.638 0.854
O -0.401 2.715 7.306 -0.564
O -2.313 2.994 8.549 -0.321
C -1.724 4.150 9.141 -0.687
H -2.124 -0.293 5.870 0.265
H -1.268 1.154 5.304 0.279
H -0.568 0.129 6.610 0.291
H -1.513 4.908 8.380 0.279
H -0.814 3.883 9.687 0.339
H -2.442 4.568 9.852 0.237
C 4.152 -9.142 1.631 -0.412
O 4.888 -7.999 2.062 -0.348
C 4.824 -6.942 1.214 0.767
O 4.210 -6.904 0.160 -0.512
O 5.562 -5.933 1.743 -0.345
C 5.586 -4.746 0.952 -0.471
H 4.274 -9.926 2.383 0.239
H 3.087 -8.907 1.548 0.093
H 4.543 -9.516 0.679 0.279
H 4.577 -4.335 0.843 0.179
H 6.033 -4.944 -0.027 0.288
H 6.204 -4.008 1.470 0.235
C -3.169 7.584 4.295 -0.562
O -4.286 6.813 4.733 -0.331
C -3.959 5.602 5.252 0.760
O -2.830 5.151 5.364 -0.533
O -5.106 4.980 5.624 -0.339
C -4.914 3.686 6.191 -0.434
H -3.547 8.531 3.899 0.216
H -2.500 7.804 5.133 0.246
H -2.632 7.066 3.494 0.312
H -4.315 3.750 7.105 0.121
H -4.447 3.012 5.466 0.271
H -5.897 3.282 6.452 0.262
C -2.549 13.659 3.237 -0.595
O -1.185 13.245 3.225 -0.320
C -0.989 11.958 3.609 0.791
O -1.858 11.170 3.948 -0.536
O 0.342 11.700 3.551 -0.309
C 0.699 10.372 3.931 -0.461
H -2.588 14.703 2.913 0.216
H -3.142 13.059 2.539 0.285
H -2.962 13.598 4.250 0.277
H 0.237 9.641 3.260 0.279
H 0.416 10.179 4.971 0.176
H 1.785 10.277 3.847 0.202
C -2.761 -1.186 -6.717 -0.550
O -3.515 -1.600 -7.854 -0.325
C -2.978 -2.649 -8.528 0.718
O -1.945 -3.232 -8.241 -0.538
O -3.790 -2.935 -9.577 -0.273
C -3.347 -4.026 -10.382 -0.692
H -3.281 -0.342 -6.255 0.236
H -2.695 -1.994 -5.982 0.240
H -1.762 -0.851 -7.016 0.291
H -3.305 -4.948 -9.793 0.338
H -2.372 -3.805 -10.828 0.314
H -4.071 -4.166 -11.189 0.227
C 3.111 8.386 9.475 -0.616
O 2.238 9.080 8.586 -0.284
C 1.114 9.565 9.172 0.714
O 0.814 9.453 10.351 -0.547
O 0.382 10.196 8.220 -0.206
C -0.838 10.760 8.696 -0.635
H 3.975 8.042 8.901 0.220
H 3.467 9.054 10.267 0.288
H 2.611 7.510 9.902 0.279
H -0.640 11.523 9.457 0.298
H -1.496 9.980 9.092 0.317
H -1.341 11.239 7.852 0.170
C 0.407 -8.668 -0.056 -0.763
O 0.651 -10.019 0.329 -0.254
C -0.022 -10.940 -0.406 0.698
O -0.784 -10.702 -1.330 -0.540
O 0.301 -12.171 0.064 -0.314
C -0.338 -13.247 -0.621 -0.619
H 0.995 -8.018 0.598 0.281
H 0.727 -8.497 -1.089 0.344
H -0.651 -8.416 0.070 0.369
H -0.048 -13.259 -1.676 0.292
H -1.426 -13.178 -0.518 0.284
H -0.008 -14.183 -0.162 0.211
C 4.720 -0.196 -0.455 -0.171
O 6.058 -0.231 0.037 -0.342
C 6.979 -0.629 -0.876 0.765
O 6.751 -0.944 -2.034 -0.539
O 8.197 -0.616 -0.278 -0.326
C 9.271 -1.016 -1.127 -0.620
H 4.068 0.135 0.358 0.027
H 4.631 0.518 -1.280 0.297
H 4.398 -1.194 -0.769 0.071
H 9.364 -0.334 -1.979 0.289
H 9.131 -2.047 -1.468 0.285
H 10.197 -0.968 -0.546 0.219
C -5.297 -1.002 -16.452 -0.615
O -5.458 -1.859 -15.324 -0.306
C -5.323 -1.236 -14.126 0.749
O -5.083 -0.050 -13.957 -0.542
O -5.500 -2.160 -13.148 -0.277
C -5.384 -1.643 -11.824 -0.591
H -5.426 -1.605 -17.355 0.218
H -6.058 -0.215 -16.452 0.287
H -4.291 -0.570 -16.468 0.286
H -6.148 -0.881 -11.639 0.367
H -4.382 -1.236 -11.654 0.294
H -5.543 -2.468 -11.124 0.150
```

Frontier orbital gap = 5.06 eV
2S+1 = 1
Charge = -1

=====

# 4
The following is a quantum chemistry calculation of the ion C36H64N5OS2 with charge +1, from the Open Molecules 2025 dataset.

Structure (XYZ):
```
108
Properties=species:S:1:pos:R:3:mulliken_charge:R:1
C 9.736 -0.877 0.516 -1.191
C 9.307 -1.001 -0.940 -0.318
C 8.956 -2.429 -1.365 -0.826
C 7.979 -3.141 -0.435 -0.734
C 6.694 -2.358 -0.195 -0.386
C 5.586 -3.259 0.365 -0.901
C 4.479 -2.529 1.145 -0.663
C 3.105 -2.484 0.445 -0.547
C 1.941 -2.881 1.367 -1.207
C 0.620 -2.138 1.138 -0.916
C 0.314 -1.007 2.151 -0.297
C -1.033 -1.187 2.865 -2.011
C -2.311 -0.646 2.212 0.859
C -2.687 -1.595 1.073 -1.780
N -3.800 -1.078 0.239 0.220
C -4.298 -2.081 -0.766 -0.678
C -5.682 -1.702 -1.307 -0.436
C -6.776 -2.679 -0.878 -0.832
C -8.022 -2.591 -1.780 -0.844
N -8.280 -1.220 -2.252 -0.200
C -8.597 -1.114 -3.642 0.267
N -9.485 -1.838 -4.146 -0.560
N -7.871 -0.147 -4.408 -0.626
C -3.494 0.267 -0.334 -0.679
C -2.178 0.359 -1.123 -0.072
C -2.077 1.794 -1.698 -1.630
C -1.137 2.737 -0.941 -0.306
S -0.089 3.645 -2.091 -0.269
C 0.910 4.555 -0.956 0.472
S 0.440 4.807 0.596 -0.275
N 2.071 5.122 -1.457 -0.057
C 3.287 4.794 -0.721 -0.954
C 3.741 3.346 -0.955 -0.311
O 3.094 2.720 -2.036 -0.314
C 2.990 3.536 -3.178 -0.249
C 2.332 4.907 -2.881 -1.051
C -3.455 1.198 0.884 -2.328
C -2.310 0.844 1.852 3.048
C -2.413 1.693 3.102 -0.682
C -3.619 1.956 3.761 -0.108
C -3.660 2.765 4.893 -1.103
C -2.489 3.342 5.394 -0.473
C -1.278 3.072 4.752 -1.016
C -1.242 2.263 3.623 -0.030
H 10.015 0.154 0.720 0.367
H 8.932 -1.116 1.206 0.267
H 10.592 -1.505 0.745 0.303
H 10.149 -0.679 -1.550 0.365
H 8.483 -0.321 -1.140 0.261
H 8.557 -2.409 -2.376 0.313
H 9.886 -2.994 -1.385 0.352
H 8.458 -3.412 0.501 0.375
H 7.685 -4.075 -0.918 0.408
H 6.345 -1.920 -1.128 0.174
H 6.877 -1.576 0.537 0.299
H 5.187 -3.878 -0.435 0.476
H 6.083 -3.942 1.054 0.347
H 4.396 -2.986 2.127 0.416
H 4.801 -1.506 1.320 0.304
H 3.134 -3.127 -0.431 0.427
H 2.940 -1.476 0.066 0.302
H 1.776 -3.943 1.206 0.237
H 2.284 -2.776 2.393 0.574
H -0.182 -2.870 1.103 0.522
H 0.674 -1.695 0.142 0.341
H 0.443 -0.036 1.680 0.106
H 1.077 -1.058 2.923 0.764
H -0.957 -0.821 3.884 0.627
H -1.164 -2.266 2.941 0.662
H -3.094 -0.744 2.968 0.344
H -3.020 -2.529 1.515 0.705
H -1.859 -1.837 0.418 0.377
H -4.582 -0.937 0.881 0.510
H -3.555 -2.162 -1.549 0.357
H -4.368 -3.015 -0.221 0.586
H -5.966 -0.712 -0.970 0.444
H -5.625 -1.636 -2.389 0.199
H -7.103 -2.376 0.118 0.330
H -6.413 -3.700 -0.848 0.383
H -7.836 -3.202 -2.656 0.418
H -8.895 -2.946 -1.245 0.338
H -8.994 -0.774 -1.696 0.260
H -9.571 -1.639 -5.139 0.304
H -6.880 -0.360 -4.366 0.278
H -7.981 0.764 -3.977 0.282
H -4.287 0.599 -0.993 0.901
H -1.318 0.093 -0.523 -0.065
H -2.240 -0.304 -1.983 0.459
H -1.854 1.757 -2.759 0.694
H -3.070 2.229 -1.630 0.392
H -0.460 2.200 -0.286 -0.006
H -1.691 3.453 -0.350 0.592
H 3.171 4.967 0.340 0.412
H 4.058 5.478 -1.067 0.369
H 3.485 2.765 -0.074 0.292
H 4.827 3.316 -1.044 0.337
H 2.367 2.991 -3.879 0.312
H 3.955 3.674 -3.666 0.303
H 1.440 5.042 -3.480 0.449
H 3.017 5.692 -3.190 0.421
H -4.408 1.069 1.399 0.697
H -3.411 2.235 0.585 0.426
H -1.400 1.169 1.359 -0.757
H -4.554 1.546 3.412 0.311
H -4.590 2.986 5.391 0.426
H -2.515 3.986 6.256 0.431
H -0.369 3.517 5.125 0.419
H -0.302 2.083 3.120 0.476
```

Frontier orbital gap = 8.07 eV
2S+1 = 1
Charge = +1

=====

In eV, the E_LUMO values for the records above are, in order, -1.01; 0.28; 1.30; -2.39.
In eV/A, the F_max values for the records above are, in order, 1.0; 6.8; 9.8; 1.8.
In eV, the calculated total energy values for the records above are, in order, -73467.362; -51758.578; -127009.366; -69531.915.